{
  "formula": "C46H69Br2N5O8S2",
  "method": "ωB97M-V/def2-TZVPD",
  "total_energy_ev": -234394.6699,
  "orbital_gap_ev": 8.50,
  "smiles": "C#CCc1cc(CCCCCCCSc2nnco2)c2c(c1CC(=O)OC(C)=O)Sc1cccc([C@H](Br)CC)c1N2[C@H](Br)CC.COCCNCCOC.COCCNCCOC",
  "spin_multiplicity": 1,
  "e_lumo_ev": -0.1,
  "species": ["Br", "Br", "S", "S", "O", "O", "O", "O", "O", "O", "O", "O", "N", "N", "N", "N", "N", "C", "C", "C", "C", "C", "C", "C", "C", "C", "C", "C", "C", "C", "C", "C", "C", "C", "C", "C", "C", "C", "C", "C", "C", "C", "C", "C", "C", "C", "C", "C", "C", "C", "C", "C", "C", "C", "C", "C", "C", "C", "C", "C", "C", "C", "C", "H", "H", "H", "H", "H", "H", "H", "H", "H", "H", "H", "H", "H", "H", "H", "H", "H", "H", "H", "H", "H", "H", "H", "H", "H", "H", "H", "H", "H", "H", "H", "H", "H", "H", "H", "H", "H", "H", "H", "H", "H", "H", "H", "H", "H", "H", "H", "H", "H", "H", "H", "H", "H", "H", "H", "H", "H", "H", "H", "H", "H", "H", "H", "H", "H", "H", "H", "H", "H"],
  "xyz": [[-1.0761, -4.0705, 0.0079], [-0.1220, -4.9380, 3.9690], [-1.0876, 1.2245, 0.8058], [7.2107, -5.5255, -5.7643], [-0.6706, 6.5070, 4.4048], [-8.2841, -3.4451, 3.4327], [0.1178, 7.7746, 0.1344], [-4.4600, -1.8529, 1.6090], [-0.6926, 3.7280, -4.9915], [-0.8223, 4.6827, -2.2450], [-0.6935, 2.5163, -2.9807], [7.5214, -2.9569, -4.5301], [0.1847, -1.6117, 0.6480], [8.4115, -4.6235, -3.3009], [-1.6993, 8.6208, 2.3429], [-5.8021, -4.6050, 2.2431], [8.6346, -3.4506, -2.6673], [2.6975, 3.5206, -3.3420], [3.5450, -3.8106, -2.8061], [0.7040, 3.3958, -0.8957], [5.3521, -5.6532, -5.7201], [-0.8300, 6.9610, -0.5467], [1.2327, 1.9113, -0.8933], [3.3055, -3.9646, -5.3791], [2.2341, 4.5496, -3.8258], [0.9025, -0.5817, -0.1052], [3.2257, -2.2337, 3.1212], [0.0848, 6.0733, 3.2847], [-1.2021, -1.6391, -1.5452], [0.4545, 0.8706, -0.1520], [4.6709, -4.2709, -6.1388], [3.4386, 2.5260, -2.3915], [2.4895, 1.5404, -1.6103], [-9.0879, -3.5660, 2.2701], [8.0994, -2.4058, -3.3939], [-0.3373, 9.1113, 0.3512], [-0.7005, 7.9171, 4.5916], [3.9032, -2.9190, -1.5134], [-0.3615, 2.7644, -4.3413], [-2.5934, -2.2720, -2.0887], [-0.9279, -0.3057, 4.8691], [-0.2728, -1.6465, 4.6052], [-0.1626, -1.1774, 2.0061], [3.5228, -2.9594, -4.1492], [-5.7079, -1.3619, 2.0724], [-6.1699, -4.6116, 3.6585], [0.1213, -2.0631, 3.2027], [2.3325, -3.4692, 3.6008], [-0.5428, 9.3620, 1.8402], [-1.0788, -2.0473, -0.0175], [-0.3247, 3.5767, -2.1159], [0.5076, 1.6481, -5.0918], [7.7338, -4.3341, -4.4962], [2.1700, -0.9924, -0.8465], [-7.6825, -4.6795, 3.8323], [2.5790, -2.5103, -0.7325], [-4.3887, -4.3009, 2.0049], [0.8420, -3.4532, 3.0217], [-0.8188, 0.1669, 2.2980], [-1.1999, 0.5883, 3.6767], [-1.8105, 8.6242, 3.8028], [-3.9007, -2.8989, 2.3980], [2.9141, 0.0781, -1.5719], [-0.3800, -2.1599, -2.1186], [-4.0189, -2.6932, 3.4671], [0.7678, 0.8354, -4.3516], [0.9286, 6.7334, 3.0676], [5.0241, -6.4721, -6.4429], [-2.7574, 8.1313, 4.0426], [-1.1408, 7.4271, -1.4852], [0.9303, -3.7124, 1.9185], [-3.7732, -5.0523, 2.5093], [3.2510, -1.4941, 3.9891], [-1.6892, 1.5863, 3.8384], [-9.8409, -4.3488, 2.3963], [-6.5293, -1.8968, 1.5907], [1.4660, 2.1547, -5.4171], [0.4766, 5.0781, 3.5065], [-5.8147, -3.7078, 4.1653], [5.4316, -3.4482, -5.9705], [0.2876, 8.3577, 4.4210], [4.6079, -2.0685, -1.7387], [2.5282, -4.2894, -2.6158], [-1.2264, 0.0243, 5.9000], [-0.0672, 1.2808, -5.9947], [-1.2826, -0.5318, -1.7321], [8.0996, -1.3032, -3.1903], [-1.6330, 7.6578, 2.0331], [4.5039, -2.3923, -4.1987], [4.0939, 1.8765, -3.0637], [-5.8028, -1.4201, 3.1597], [4.2719, -2.6267, 2.9217], [-0.5578, 5.9779, 2.4065], [2.7754, -2.7032, 0.3760], [2.8480, -4.9292, -5.0129], [4.4780, -3.6250, -0.8225], [3.8529, -0.2065, -2.1191], [4.2793, -4.6861, -2.8403], [-0.1064, -2.2900, 5.5143], [2.2794, -3.4974, 4.7343], [1.6259, 5.4150, -4.2106], [-6.3610, -3.9099, 1.7611], [-8.4712, -3.7759, 1.3917], [-1.2403, 9.3336, -0.2251], [1.5628, 4.1072, -1.0462], [2.8494, -4.4173, 3.2314], [4.1293, 3.0199, -1.6481], [-7.9071, -4.8037, 4.8961], [-2.9549, -1.5884, -2.9286], [0.3754, 9.0661, 2.3594], [-5.7894, -0.3138, 1.7769], [-4.2215, -4.4257, 0.9308], [2.7505, -1.7427, 2.2226], [-1.9766, -1.7469, 0.6083], [-2.8247, -2.8678, 2.2043], [-3.3544, -2.1829, -1.2473], [-5.7160, -5.4820, 4.1421], [-1.8960, 9.6590, 4.1495], [-0.9174, 8.0679, 5.6537], [2.6550, -2.2308, -4.0721], [1.6835, -3.1531, -1.0023], [0.1214, 3.6046, 0.0619], [-9.5971, -2.6140, 2.1131], [-0.7046, 10.4320, 2.0038], [4.4786, -4.3227, -7.2528], [-1.7020, 6.7709, 0.0867], [-0.3569, 6.0120, -0.7707], [-8.1127, -5.5333, 3.3004], [2.6374, -3.4100, -6.1192], [0.4573, 9.7725, -0.0090], [5.0447, -5.9981, -4.6802], [-2.4618, -3.3398, -2.4405]],
  "forces_ev_per_a": [[-0.086, 0.478, 0.138], [0.233, 0.737, -0.689], [1.226, -0.609, 0.427], [0.229, 0.632, 0.547], [0.280, 0.304, -0.127], [-0.136, -0.313, -0.273], [-0.424, 0.206, -0.112], [0.008, -0.077, 0.347], [0.136, -1.154, 1.894], [0.808, -2.647, -0.357], [1.675, 0.709, 0.070], [0.384, -0.097, 0.180], [-1.335, 1.785, 0.305], [-1.974, 1.078, -3.600], [0.204, 0.152, 0.124], [0.095, 0.023, 0.250], [-1.076, 3.059, -1.328], [0.565, 1.307, 1.327], [0.292, 0.474, 0.579], [-0.375, -2.241, -0.837], [-0.866, 0.571, 0.657], [0.372, 0.120, 0.396], [0.831, -1.321, 0.369], [0.737, 1.390, -0.389], [-0.427, -0.852, 0.334], [2.282, 2.455, -1.776], [-0.543, -0.370, 0.936], [-0.206, -0.295, 0.151], [-1.526, -1.549, -0.024], [2.125, -2.092, -0.418], [0.060, -0.428, -0.060], [-0.671, -0.653, -1.069], [-1.493, -2.884, 1.254], [0.128, 0.220, 0.200], [0.701, -4.446, 0.343], [0.548, -0.004, 0.315], [-0.384, 0.065, 0.326], [-0.498, -1.699, 0.181], [0.479, 0.038, -2.733], [0.307, 1.115, 0.168], [0.885, -1.311, -3.836], [-0.906, 2.730, -1.695], [-0.361, 0.816, 4.069], [-0.338, -1.354, 0.816], [0.073, 0.181, -0.355], [-0.322, 0.004, -0.429], [-1.014, 1.326, 0.545], [0.050, -0.071, -0.129], [-0.321, -0.301, -0.266], [0.141, 0.471, -0.809], [-0.843, 2.957, 0.623], [-0.311, 0.252, 1.387], [0.856, 0.480, 3.651], [-1.503, 2.491, 0.548], [0.297, 0.332, 0.413], [0.607, 1.028, 0.468], [-0.268, 0.203, -0.202], [1.182, 0.900, -0.398], [1.001, -1.991, 1.167], [1.162, -2.239, -0.133], [-0.032, -0.314, -0.232], [0.323, -0.293, -0.257], [-1.958, 0.658, 1.098], [-0.586, 1.044, 0.610], [-0.172, 0.055, -0.015], [-0.331, 0.645, -1.033], [-0.093, 0.067, -0.044], [0.933, 0.969, 0.898], [0.073, 0.026, 0.113], [-0.081, -0.078, -0.005], [-0.567, 0.256, 1.498], [0.001, 0.070, 0.058], [0.113, -0.730, -1.397], [0.630, -1.159, -0.292], [0.008, -0.034, -0.100], [-0.151, -0.007, 0.191], [-1.248, -0.510, 0.327], [-0.019, 0.048, 0.090], [-0.045, -0.031, 0.254], [-1.085, -0.839, -0.173], [0.023, -0.081, -0.181], [-0.908, -0.831, 0.139], [1.206, 0.618, -0.383], [0.408, -0.464, -1.280], [0.669, 0.401, 1.196], [0.551, -1.148, 0.513], [-0.090, -1.550, -0.394], [-0.020, 0.116, -0.035], [-1.181, -0.576, -0.259], [-0.789, 0.814, 0.982], [-0.001, -0.120, -0.033], [-1.275, 0.790, 0.062], [0.164, 0.084, -0.179], [-0.442, 0.297, -1.407], [0.212, 1.125, -0.519], [-0.672, 1.068, -0.803], [-1.120, 0.385, 0.598], [-0.779, 1.264, -0.301], [-0.037, 0.502, -1.438], [0.139, -0.040, -1.377], [1.174, -1.538, 0.470], [0.021, -0.092, 0.059], [-0.118, -0.143, -0.111], [-0.059, -0.139, 0.103], [-1.176, -0.572, 0.130], [-0.960, 1.054, 0.636], [-0.885, -0.033, -0.984], [0.020, -0.050, -0.024], [0.421, -1.168, 0.930], [0.185, 0.154, -0.078], [0.094, -0.032, 0.004], [0.130, 0.049, 0.068], [0.804, -0.420, 0.908], [0.992, -0.426, -0.977], [0.002, -0.046, 0.064], [0.783, -0.387, -1.111], [0.039, 0.031, -0.024], [0.088, 0.000, -0.017], [0.000, -0.043, -0.028], [1.105, -0.714, -0.158], [1.167, 0.720, 0.173], [0.817, -0.146, -1.317], [0.060, -0.035, 0.081], [-0.011, -0.025, 0.053], [0.275, 0.117, 1.207], [-0.194, 0.040, -0.129], [0.026, 0.294, 0.106], [0.065, 0.097, -0.140], [0.606, -1.123, 0.924], [-0.054, 0.052, 0.020], [0.381, 0.554, -1.275], [-0.325, 1.383, 0.484]],
  "mulliken_charge": [-0.127, -0.122, -0.273, -0.142, -0.417, -0.340, -0.315, -0.361, -0.489, -0.544, -0.135, -0.224, 1.783, -0.303, -0.313, -0.310, -0.342, -0.728, -0.499, -1.304, -0.559, -0.131, 1.045, -0.791, 0.178, -2.161, -0.735, -0.506, 0.587, 0.596, -0.571, -1.009, 0.452, -0.721, 0.050, -0.848, -0.494, -1.015, 0.556, -1.074, -0.812, -0.661, -1.177, 0.249, -0.720, -0.120, 0.298, -0.639, -0.210, -0.702, 0.636, -0.660, 0.426, -0.023, -0.812, 0.706, -0.970, -0.033, 1.452, -0.708, -0.681, 0.816, -0.786, 0.053, 0.292, 0.036, 0.297, 0.364, 0.370, 0.406, 0.133, 0.333, 0.331, 0.395, 0.343, 0.205, 0.250, 0.289, 0.172, 0.294, 0.343, 0.429, 0.299, 0.367, 0.385, -0.031, 0.370, 0.036, 0.181, 0.327, 0.328, 0.289, 0.150, -0.244, 0.384, 0.278, -0.052, 0.099, 0.359, 0.364, 0.382, 0.124, 0.305, 0.396, 0.521, 0.468, 0.439, 0.399, 0.385, 0.178, 0.296, 0.372, -0.010, 0.495, -0.606, 0.182, 0.366, 0.400, 0.341, -0.063, 0.055, 0.615, 0.239, 0.404, 0.323, 0.280, -0.470, 0.412, 0.353, 0.398, 0.265, 0.325]
}